No. 1
C17H15Cl5O5Sn | wB97M-V/def2-TZVPD

Cartesian coordinates (Å):
1 Sn -0.969 0.162 -0.929
2 C 1.580 2.058 -1.686
3 O 0.937 1.398 -0.593
4 C 1.297 1.904 0.698
5 C 0.652 0.962 1.686
6 O -0.730 0.891 1.381
7 C -1.564 1.869 2.027
8 H 2.665 1.981 -1.591
9 H 1.301 3.113 -1.739
10 H 1.255 1.555 -2.596
11 H 0.942 2.933 0.817
12 H 2.383 1.890 0.831
13 H 0.818 1.260 2.722
14 H 1.048 -0.043 1.527
15 H -1.573 1.682 3.102
16 H -2.566 1.738 1.627
17 H -1.219 2.886 1.837
18 Cl -4.554 -1.269 -0.562
19 C -4.553 0.440 -0.619
20 C -3.369 1.106 -0.825
21 C -3.320 2.458 -1.062
22 Cl -1.777 3.187 -1.314
23 C -4.487 3.220 -0.994
24 Cl -4.417 4.916 -1.100
25 C -5.700 2.566 -0.705
26 Cl -7.140 3.475 -0.643
27 C -5.739 1.180 -0.503
28 Cl -7.216 0.381 -0.234
29 O 1.824 -5.191 0.339
30 C 2.713 -4.264 0.171
31 C 4.097 -4.500 0.411
32 C 4.994 -3.479 0.323
33 C 4.565 -2.179 -0.001
34 C 3.208 -1.924 -0.251
35 C 2.297 -2.946 -0.226
36 C 0.833 -2.723 -0.687
37 O 0.168 -3.667 -1.018
38 O 0.496 -1.470 -0.645
39 H 2.202 -6.083 0.434
40 H 4.411 -5.485 0.736
41 H 6.039 -3.667 0.524
42 H 5.286 -1.381 -0.109
43 H 2.887 -0.940 -0.558

The value obtained for the HOMO-LUMO gap (spin up / spin down) is 4.65 / 5.88 eV. The value obtained for the lowest unoccupied orbital energy (spin up / spin down) is -9.6 / -8.3 eV. As for the energy relative to the best compared isomer or geometry (same formula, charge and spin): 321.2 kJ/mol. Its total charge is +2.

=====

No. 2
C17H15FN4O2S | wB97M-V/def2-TZVPD

Cartesian coordinates (Å):
1 C -0.913 2.985 -4.965
2 H -0.335 1.907 -4.998
3 O 0.054 3.944 -4.597
4 C 0.668 3.985 -3.556
5 C 0.576 2.896 -2.775
6 C 1.246 3.190 -1.483
7 C 1.971 4.360 -1.247
8 C 2.339 5.187 -2.199
9 C 1.611 5.148 -3.375
10 H 1.540 5.871 -4.084
11 H 3.008 6.197 -1.859
12 H 2.876 4.356 -0.310
13 N 1.128 1.959 -0.670
14 C 1.798 1.966 0.779
15 O 2.642 2.598 1.167
16 N 1.301 0.861 1.356
17 C 0.384 -0.271 0.904
18 N -0.203 -0.195 -0.168
19 N -0.805 -1.408 -0.181
20 C -0.912 -2.036 0.766
21 C -1.574 -3.419 0.701
22 C -1.494 -3.869 2.173
23 C -2.219 -3.628 3.292
24 C -2.180 -4.100 4.521
25 C -0.857 -5.315 4.632
26 C -0.347 -5.695 3.622
27 C -0.641 -5.118 2.194
28 H 0.226 -5.366 1.607
29 H 0.320 -6.278 3.685
30 H -1.096 -5.681 5.624
31 H -2.633 -3.934 5.312
32 F -3.120 -2.795 2.924
33 H -2.693 -3.166 0.647
34 H -1.375 -4.097 -0.142
35 S 0.177 -1.613 1.935
36 H 1.938 0.689 2.442
37 H 0.654 1.232 -0.842
38 H -0.213 2.341 -2.612
39 H -1.241 3.233 -5.985
40 H -1.605 3.076 -4.236

The value obtained for the HOMO-LUMO gap is 6.72 eV. The value obtained for the lowest unoccupied orbital energy is -0.5 eV. As for the energy relative to the best compared isomer or geometry (same formula, charge and spin): 1614.3 kJ/mol. Its total charge is 0.

=====

No. 3
C17H15Li3N3O5 | wB97M-V/def2-TZVPD

Cartesian coordinates (Å):
1 Li -15.594 17.762 30.931
2 Li -17.344 19.650 27.330
3 Li -13.727 17.607 27.364
4 C -15.687 18.428 28.565
5 O -15.526 18.768 27.333
6 O -14.877 17.559 29.046
7 O -16.618 18.893 29.315
8 C -20.876 15.527 29.834
9 C -19.633 16.134 29.992
10 C -19.535 17.335 30.683
11 C -20.650 17.894 31.259
12 C -21.889 17.335 31.081
13 C -21.981 16.141 30.378
14 N -20.494 19.098 32.080
15 O -21.491 19.731 32.352
16 O -19.368 19.358 32.466
17 H -20.910 14.614 29.254
18 H -18.705 15.774 29.566
19 H -18.547 17.769 30.727
20 H -22.778 17.733 31.546
21 H -22.949 15.656 30.352
22 N -11.624 16.783 28.352
23 C -10.344 17.153 28.206
24 C -9.333 16.648 28.998
25 C -9.617 15.689 29.959
26 C -10.947 15.368 30.170
27 C -11.898 15.908 29.316
28 H -10.196 17.850 27.391
29 H -8.302 16.883 28.764
30 H -8.810 15.241 30.522
31 H -11.231 14.629 30.906
32 H -12.941 15.672 29.507
33 N -12.602 19.438 26.902
34 C -12.565 20.015 28.097
35 C -12.149 21.318 28.294
36 C -11.795 22.112 27.207
37 C -11.885 21.520 25.957
38 C -12.241 20.188 25.862
39 H -12.857 19.427 28.960
40 H -12.104 21.716 29.300
41 H -11.550 23.148 27.390
42 H -11.695 22.151 25.098
43 H -12.249 19.721 24.884

The value obtained for the HOMO-LUMO gap is 9.10 eV. The value obtained for the lowest unoccupied orbital energy is -3.1 eV. As for the energy relative to the best compared isomer or geometry (same formula, charge and spin): 0.0 kJ/mol. Its total charge is +1.

=====

No. 4
C17H15N3O4S | wB97M-V/def2-TZVPD

Cartesian coordinates (Å):
1 C 1.793 -2.515 3.251
2 O 0.917 -1.715 2.495
3 C 0.417 -0.592 3.066
4 C 0.704 -0.139 4.346
5 C 0.122 1.020 4.851
6 C -0.767 1.767 4.107
7 C -1.056 1.326 2.827
8 S -2.133 2.047 1.654
9 C -1.699 0.722 0.559
10 N -2.313 0.597 -0.648
11 N -1.677 -0.249 -1.563
12 C -1.511 0.132 -2.842
13 O -2.043 1.118 -3.312
14 C -0.621 -0.810 -3.667
15 C 0.387 0.050 -4.441
16 O 1.201 0.773 -3.549
17 C 1.641 0.044 -2.476
18 C 2.646 0.581 -1.680
19 C 3.130 -0.128 -0.599
20 C 2.624 -1.384 -0.305
21 C 1.607 -1.916 -1.072
22 C 1.105 -1.204 -2.152
23 O 0.055 -1.753 -2.869
24 N -0.865 -0.139 1.013
25 C -0.477 0.163 2.289
26 H 2.037 -3.365 2.616
27 H 1.317 -2.878 4.168
28 H 2.711 -1.977 3.508
29 H 1.389 -0.685 4.975
30 H 0.375 1.336 5.852
31 H -1.222 2.662 4.500
32 H -2.675 1.426 -1.113
33 H -1.157 -0.998 -1.121
34 H -1.248 -1.378 -4.361
35 H 1.004 -0.604 -5.072
36 H -0.132 0.787 -5.055
37 H 3.030 1.555 -1.936
38 H 3.910 0.300 0.012
39 H 3.011 -1.944 0.530
40 H 1.179 -2.880 -0.849

The value obtained for the HOMO-LUMO gap is 8.69 eV. The value obtained for the lowest unoccupied orbital energy is 0.7 eV. As for the energy relative to the best compared isomer or geometry (same formula, charge and spin): 102.0 kJ/mol. Its total charge is 0.

=====

No. 5
C17H15N3O5 | wB97M-V/def2-TZVPD

Cartesian coordinates (Å):
1 C -4.668 -5.312 1.047
2 O -3.603 -4.920 0.207
3 C -2.877 -3.816 0.422
4 C -2.122 -3.399 -0.692
5 C -1.416 -2.226 -0.692
6 C -1.443 -1.377 0.426
7 C -0.734 -0.112 0.433
8 N -0.074 0.220 -0.603
9 N 0.625 1.373 -0.714
10 C 0.835 2.380 0.227
11 O 0.395 2.392 1.347
12 C 1.723 3.422 -0.410
13 C 2.002 2.920 -1.828
14 C 1.266 1.607 -1.942
15 O 1.220 0.864 -2.878
16 C 3.544 2.713 -1.832
17 C 4.121 4.103 -1.717
18 C 3.879 4.536 -0.487
19 C 3.136 3.443 0.242
20 C 3.770 2.206 -0.403
21 C -2.155 -1.784 1.542
22 C -2.834 -3.002 1.567
23 N -3.372 -3.372 2.848
24 O -3.208 -4.520 3.215
25 O -3.901 -2.504 3.509
26 H -5.293 -4.457 1.325
27 H -5.256 -6.014 0.457
28 H -4.308 -5.806 1.954
29 H -2.138 -4.041 -1.558
30 H -0.844 -1.920 -1.553
31 H -0.810 0.486 1.337
32 H 1.245 4.401 -0.344
33 H 1.692 3.590 -2.631
34 H 3.899 2.097 -2.653
35 H 4.582 4.629 -2.531
36 H 4.097 5.498 -0.063
37 H 3.115 3.500 1.327
38 H 4.827 2.109 -0.160
39 H 3.261 1.270 -0.176
40 H -2.177 -1.176 2.435

The value obtained for the HOMO-LUMO gap is 8.43 eV. The value obtained for the lowest unoccupied orbital energy is -0.3 eV. As for the energy relative to the best compared isomer or geometry (same formula, charge and spin): 229.2 kJ/mol. Its total charge is 0.

=====

No. 6
C17H16BaN6O3 | wB97M-V/def2-TZVPD

Cartesian coordinates (Å):
1 Ba -1.305 0.998 1.420
2 C -5.048 -2.129 -1.203
3 O -3.804 -1.968 -0.571
4 C -2.685 -2.008 -1.377
5 C -2.575 -2.722 -2.547
6 C -1.386 -2.676 -3.275
7 C -0.356 -1.859 -2.877
8 C -0.440 -1.101 -1.695
9 C 0.567 -0.121 -1.391
10 N 0.499 0.722 -0.415
11 N 1.405 1.702 -0.329
12 C 1.111 2.637 0.559
13 O 0.062 2.676 1.264
14 C 2.085 3.742 0.707
15 C 3.225 3.840 -0.083
16 C 4.097 4.896 0.100
17 C 3.828 5.867 1.055
18 C 2.695 5.768 1.847
19 C 1.824 4.714 1.670
20 C -1.596 -1.243 -0.881
21 O -1.670 -0.743 0.311
22 H -5.800 -1.812 -0.479
23 H -5.243 -3.172 -1.476
24 H -5.111 -1.509 -2.106
25 H -3.397 -3.328 -2.895
26 H -1.293 -3.270 -4.171
27 H 0.532 -1.794 -3.491
28 H 1.389 -0.030 -2.106
29 H 3.390 3.076 -0.827
30 H 4.984 4.980 -0.514
31 H 4.498 6.706 1.179
32 H 2.478 6.520 2.592
33 H 0.927 4.630 2.267
34 N -0.060 -3.063 0.815
35 C 0.297 -3.476 2.030
36 N 0.756 -4.728 2.209
37 N 0.237 -2.706 3.091
38 C -0.119 -1.484 3.079
39 N -0.390 -0.362 3.206
40 H -0.079 -3.686 0.026
41 H -0.538 -2.165 0.717
42 H 0.921 -5.349 1.437
43 H 1.088 -4.970 3.125

The value obtained for the HOMO-LUMO gap is 7.28 eV. The value obtained for the lowest unoccupied orbital energy is 0.2 eV. Its total charge is 0.